Entry from OMol25: a structure of composition C7H17NO at a distorted geometry (ωB97M-V with the def2-TZVPD basis set).

## Properties
- Kohn-Sham gap (eV) = 8.051
- E_tot (a.u.) = -406.808902
- LUMO level (Ha) = 0.0313
- maximum force (eV Å⁻¹) = 6.436
- HOMO (eV) = -7.20
- relative energy (zero: lowest compared OMol25 entry of this formula, charge and spin) (kcal per mole) = 76.2

Structure (ORCA input):
```
! wB97M-V def2-TZVPD RIJCOSX def2/J DEFGRID3
* xyz 0 1
C -0.44966 -0.49440 -0.48964
C 0.95138 0.81140 0.23050
C -0.77527 -0.87699 0.85650
C -1.46205 0.28645 -1.29047
C 1.82145 0.34643 1.39627
C 1.83291 1.01621 -0.99421
C -2.13293 -2.18400 0.57295
N 0.25301 2.04332 0.55082
O 0.21102 -1.47635 -1.20274
H 0.21642 -1.24384 -2.14225
H 0.35891 2.80266 -0.12215
H 0.48756 2.44683 1.45283
H -0.05099 -1.50819 1.36171
H -1.28113 -0.13251 1.46018
H -1.54470 1.31139 -0.91271
H -2.46541 -0.13790 -1.22619
H -1.21723 0.35480 -2.35345
H 2.63516 1.05978 1.60179
H 2.59779 1.79060 -0.81596
H 2.26420 -0.63413 1.19829
H 1.25837 0.28763 2.33401
H 2.36776 0.10129 -1.26265
H 1.25608 1.34275 -1.86416
H -2.91669 -1.89658 -0.12881
H -2.58597 -2.32705 1.55492
H -1.62999 -3.08960 0.23460
*
```

These are the Löwdin partial charges, in e, on atoms 1 to 4: number 1, C, carries -0.4980; number 2, C, carries -0.4783; number 3, C, carries -0.0944; number 4, C, carries -0.0285


Entry from OMol25: a cluster of 2 separate species, C7H17NO in total at a distorted geometry (ωB97M-V with the def2-TZVPD basis set).

## Properties
- Kohn-Sham gap (eV) = 10.079
- E_tot (a.u.) = -406.896383
- LUMO level (Ha) = 0.0328
- maximum force (eV Å⁻¹) = 1.474
- HOMO (eV) = -9.19
- relative energy (zero: lowest compared OMol25 entry of this formula, charge and spin) (kcal per mole) = 21.3

Structure (ORCA input):
```
! wB97M-V def2-TZVPD RIJCOSX def2/J DEFGRID3
* xyz 0 1
C -0.32784 1.34582 1.89933
C 1.07180 1.12629 1.35259
N 1.06537 0.65960 -0.02201
C 0.99066 1.66736 -1.05162
C 1.09734 -0.66619 -0.34447
C 1.21831 -1.73024 0.70165
O 1.04459 -0.99803 -1.52615
H -0.94418 0.45417 1.90175
H -0.83613 2.02274 1.22335
H -0.28316 1.67275 2.93785
H 1.73473 1.97366 1.48999
H 1.62719 0.41064 1.97029
H 1.72140 2.46153 -0.97263
H 1.18465 1.17621 -2.00344
H -0.02996 2.03356 -1.15276
H 0.45335 -1.84806 1.46618
H 1.24055 -2.63638 0.15193
H 2.19362 -1.71214 1.18975
C -2.50648 -0.82611 -1.43929
C -2.82467 -0.74253 0.05323
H -1.57970 -0.31413 -1.56115
H -2.38577 -1.83365 -1.82024
H -3.16627 -0.19641 -2.03808
H -2.45754 0.20108 0.44588
H -2.21796 -1.48878 0.57962
H -3.85875 -0.90710 0.33997
*
```

These are the Löwdin partial charges, in e, on atoms 1 to 4: number 1, C, carries -0.0700; number 2, C, carries -0.2273; number 3, N, carries -0.1143; number 4, C, carries -0.0422


Q: The lowest LUMO level belongs to which entry?
A: number 1


Q: What is the maximum force in the first record?
A: 6.436 eV Å⁻¹